Computed, not measured: a cluster of 2 separate species, C8H16ClN3O2 in total, with ωB97M-V/def2-TZVPD.

Last column: natural (NBO) charge in e.
Positions of all 30 atoms, in Å:
C (-4.3502, -1.1090, 0.3514)  -0.306
C (-3.4558, -0.3544, -0.2834)  -0.145
C (-3.5758, 0.2792, -1.6809)  0.774
O (-4.6676, 0.6206, -2.0726)  -0.576
O (-2.4620, 0.3811, -2.3988)  -0.709
C (-2.2720, -0.0105, 0.5808)  -0.187
Cl (-2.0146, 1.8287, 0.4415)  -0.106
C (-0.9008, -0.6414, 0.2746)  0.469
N (-0.7320, -0.9498, -0.9556)  -0.581
C (0.4210, -1.7971, -1.4131)  -0.437
N (-0.0295, -0.6625, 1.2997)  -0.599
C (1.4042, -1.2346, 1.3366)  -0.421
H (-4.2300, -1.5125, 1.4026)  0.201
H (-5.2280, -1.3988, -0.1621)  0.216
H (-1.6335, -0.1273, -1.9537)  0.507
H (-2.3859, -0.0647, 1.6025)  0.216
H (1.0755, -1.0626, -1.7344)  0.210
H (0.7396, -2.5744, -0.6875)  0.191
H (-0.1131, -2.3677, -2.2592)  0.215
H (-0.3796, -0.1560, 2.0665)  0.393
H (1.6156, -2.1700, 0.8881)  0.209
H (1.9668, -0.4614, 0.7328)  0.245
H (1.4950, -1.1669, 2.4087)  0.213
C (1.7714, 2.9123, -0.0562)  -0.418
N (1.7019, 1.5992, -0.6897)  -0.858
H (2.6059, 2.7129, 0.7239)  0.185
H (1.8820, 3.7105, -0.7315)  0.187
H (0.9132, 3.0740, 0.6219)  0.202
H (0.7164, 1.5096, -0.9592)  0.355
H (2.1023, 1.5150, -1.5918)  0.356

Properties
* LUMO: 0.470 eV
* orbital gap: 9.831 eV
* HOMO energy: -9.36 eV
* relative energy (zero: lowest compared OMol25 entry of this formula, charge and spin): 0.0 kcal/mol
* E: -1089.28400 Ha
* spin multiplicity: 1
* max |F|: 4.34 eV Å⁻¹